105
Properties=species:S:1:pos:R:3:forces:R:3 method="wB97M-V/def2-TZVPD" total_charge=+1 multiplicity=2 orbital_gap_ev="4.941 / 2.812" total_energy_ev=-123703.7072 e_homo_ev="-10.98 / -10.98"
C -1.0596 -3.7295 -1.5886 3.6 0.9 -2.1
C -0.5798 -3.5286 -2.8888 1.1 -0.5 1.0
C -1.4697 -3.6597 -4.0715 -2.5 -0.6 -0.8
O -1.1365 -3.5232 -5.2426 0.7 0.1 1.5
C -2.8711 -4.0586 -3.7292 0.9 0.5 0.5
C -3.2522 -4.1938 -2.4413 -3.1 -1.6 -0.2
C -2.3826 -4.0985 -1.2615 -1.1 0.0 3.1
O -2.7920 -4.3096 -0.0692 1.0 0.5 -4.0
O -4.5403 -4.6132 -2.1577 1.1 0.7 -1.3
O 0.7450 -3.3267 -3.2347 -1.8 -0.1 2.0
H -0.3189 -3.6681 -0.8050 0.0 0.0 0.2
H -3.5343 -4.2439 -4.5612 -0.1 0.0 0.1
H -4.6738 -4.8181 -1.2293 0.5 0.2 0.5
H 0.8152 -3.3134 -4.1920 -0.3 0.1 -0.7
C 3.7984 1.0602 0.4933 -1.1 -1.0 -0.4
C 2.7615 1.1980 1.3621 -0.3 0.6 -0.7
C 2.8266 2.1276 2.4960 -0.3 0.9 3.0
O 1.8871 2.3266 3.3399 1.6 -0.5 -3.0
C 4.1172 2.7305 2.6957 0.8 0.3 0.0
C 5.1623 2.5366 1.8515 2.1 1.7 0.0
C 5.0955 1.7622 0.5631 -2.0 -0.8 0.8
O 5.9650 1.7378 -0.2753 -0.1 0.3 0.5
O 6.3693 3.1403 2.0542 -1.7 -0.2 0.9
O 1.5557 0.6352 1.2312 0.6 -0.8 -1.1
H 3.6080 0.3784 -0.3224 0.2 0.0 -0.2
H 4.2280 3.3398 3.5805 0.2 0.1 0.0
H 6.9646 3.0375 1.3081 0.0 -0.4 -0.6
H 0.8961 1.1719 1.6767 -0.1 0.0 0.6
C -1.1115 3.3815 2.2854 -0.9 -1.0 0.8
C -0.0342 3.9863 1.6915 0.6 1.1 -3.6
C 0.6607 5.1675 2.2812 1.8 1.1 1.0
O 1.5954 5.7849 1.7866 -1.4 -1.4 -0.1
C 0.0650 5.6005 3.5325 -0.7 0.3 -0.2
C -0.9687 4.9728 4.1408 -2.0 0.3 2.0
C -1.6211 3.6912 3.6835 1.3 -0.2 -1.4
O -2.4220 3.0406 4.2982 0.4 0.7 -0.3
O -1.5656 5.5724 5.1929 1.4 -0.3 -1.3
O 0.1565 3.7624 0.3780 -1.5 -0.7 3.7
H -1.5532 2.6479 1.6272 -0.6 -0.3 0.3
H 0.2577 6.6013 3.8897 0.6 0.0 0.1
H -2.2702 5.0246 5.5465 -0.4 -0.5 0.2
H 1.0031 4.1348 0.1207 1.6 0.8 -1.0
C 5.0138 4.7021 -3.3755 -0.1 -0.2 0.1
C 3.8477 4.2972 -2.8285 0.2 0.0 -1.1
C 3.4234 4.5428 -1.4057 0.6 0.4 2.1
O 2.3989 4.1119 -0.8229 1.5 0.5 -2.3
C 4.3887 5.3842 -0.7066 -1.0 -0.6 0.4
C 5.5811 5.6486 -1.2221 2.5 2.4 1.5
C 6.0960 5.2560 -2.5610 0.4 -0.8 -0.8
O 7.2811 5.3522 -2.8673 -1.8 0.3 0.5
O 6.4372 6.4346 -0.4753 -1.5 -1.0 -0.4
O 2.9443 3.6983 -3.6207 -0.1 0.4 0.7
H 5.1391 4.5753 -4.4407 0.2 -0.2 0.0
H 4.1711 5.7917 0.2697 -0.2 -0.1 0.1
H 7.1012 6.8432 -1.0354 0.5 -0.2 -0.4
H 2.1641 3.8245 -3.0757 -1.2 -0.7 -0.3
C -6.3093 -0.8605 -4.4832 0.9 0.0 -0.5
C -7.1092 -1.5636 -3.6969 -2.8 -1.7 0.7
C -6.9669 -1.7486 -2.1705 1.8 1.4 -1.4
O -7.7448 -2.2832 -1.4573 -2.4 -1.5 0.4
C -5.7763 -1.1846 -1.6475 3.8 1.6 -1.7
C -4.8786 -0.5429 -2.5001 0.2 -0.2 2.1
C -5.1026 -0.2552 -3.9460 -1.0 1.0 -1.3
O -4.4102 0.5314 -4.6041 -0.2 -1.3 1.5
O -3.7020 -0.0605 -2.0286 -1.2 -0.7 0.5
O -8.1958 -2.2028 -4.2208 1.0 0.8 -0.6
H -6.4770 -0.7893 -5.5478 -0.2 0.1 0.0
H -5.4078 -1.3829 -0.6519 -0.5 0.1 0.2
H -3.2384 0.3966 -2.7341 0.1 0.3 -0.6
H -8.8568 -2.4815 -3.5829 0.2 0.0 0.7
C 0.0362 -0.0803 -1.7605 -0.2 1.3 0.0
Cl 1.2815 1.1325 -2.1953 0.0 -0.3 0.8
Cl -0.9027 -0.2151 -3.2340 -0.2 -0.6 -0.1
Cl -1.0665 0.5035 -0.4006 0.9 -0.5 -0.9
H 0.5363 -1.0073 -1.4799 -0.2 0.1 0.1
C -1.9578 -4.4010 5.3149 0.0 -0.9 0.2
C -3.2728 -3.9199 4.7021 -1.0 -1.7 0.4
O -3.2532 -2.7601 4.0006 0.1 1.0 -1.1
C -2.3166 -2.7665 2.9385 -1.5 2.2 -0.7
C -2.9266 -1.7678 1.8612 1.5 -0.4 0.7
H -1.5900 -5.2677 4.7656 -0.2 -0.2 -0.1
H -1.0795 -3.7561 5.2904 -0.5 0.6 0.4
H -2.1680 -4.7836 6.3137 0.4 0.3 0.2
H -3.6549 -4.7250 4.0746 0.3 -0.4 -0.6
H -4.1535 -3.8291 5.3379 0.6 0.2 1.0
H -1.4098 -2.3862 3.4088 0.4 0.2 -0.7
H -2.1219 -3.7241 2.4555 -0.3 -0.3 0.2
H -3.1234 -0.7778 2.2727 0.1 0.0 0.4
H -3.8570 -2.0742 1.3832 0.2 -0.5 0.2
H -2.1440 -1.6240 1.1163 -0.2 -0.1 -0.4
C 3.6771 -2.3075 -1.9749 -0.3 -1.1 0.4
C 3.1676 -3.2673 -0.8662 3.1 -0.2 -3.2
O 2.2505 -2.6278 -0.1210 -1.0 0.4 1.5
C 1.9369 -3.3804 1.0066 -1.4 -0.5 2.7
C 1.0283 -2.5346 1.9331 0.2 0.1 -1.1
H 4.6272 -2.7046 -2.3324 -0.1 0.0 -0.3
H 2.9356 -2.3218 -2.7737 0.2 0.6 -0.1
H 3.9094 -1.3283 -1.5562 -0.4 0.1 -0.2
H 2.8598 -4.2004 -1.3380 -0.9 -0.1 -0.1
H 4.0938 -3.6093 -0.4042 0.0 0.3 1.3
H 1.3994 -4.3075 0.8072 -0.5 -0.1 -0.8
H 2.7696 -3.8094 1.5638 0.9 0.7 -0.2
H 0.4802 -3.0364 2.7306 0.4 -0.4 -0.2
H 0.2921 -2.1773 1.2131 -0.4 0.4 0.3
H 1.5277 -1.6594 2.3486 0.1 -0.1 -0.1